[1]
# C32H61BF2N4O12S3

A 3-piece molecular cluster, C32H61BF2N4O12S3 overall in a non-equilibrium geometry (the ωB97M-V functional and the def2-TZVPD basis, the OMol25 dataset).

Output
SMILES: [H]/N=C(\N)NCCCC[C@@H]1[C@@H](CCCNCc2ccccc2O)[C@](B(O)OCC)([C@H](C)F)OS(=O)(=O)[C@@H]1CCCF.CCOS(C)(=O)=O.CCOS(C)(=O)=O
E_tot in a.u.: -3796.98342
Spin multiplicity: 1
Strongest force on any atom in hartree/bohr: 0.03220

Last column: Mulliken charge in e.
CARTESIAN COORDINATES (ANGSTROEM)
H: 6.04 0.08 -3.65  0.251
N: 5.87 -0.85 -3.27  -0.665
C: 4.75 -1.30 -3.65  0.305
N: 3.87 -0.65 -4.52  -0.447
N: 4.31 -2.58 -3.25  -0.438
C: 3.94 -2.63 -1.80  0.128
C: 2.58 -3.28 -1.63  -1.003
C: 2.05 -3.19 -0.19  -0.447
C: 1.57 -1.76 0.07  -0.758
C: 1.20 -1.32 1.51  0.279
C: 0.99 0.21 1.48  -0.187
C: 0.09 0.65 2.65  -1.567
C: -0.84 1.84 2.35  -1.070
C: -2.07 1.36 1.58  -0.764
N: -3.02 0.65 2.42  -0.014
C: -4.43 0.89 2.16  -0.874
C: -5.08 -0.16 1.30  0.601
C: -4.47 -0.64 0.13  -0.319
C: -5.09 -1.62 -0.64  -0.862
C: -6.33 -2.15 -0.28  -0.458
C: -6.96 -1.66 0.87  -0.572
C: -6.33 -0.68 1.64  0.244
O: -7.00 -0.20 2.77  -0.384
C: 2.29 1.02 1.32  0.552
B: 2.53 2.20 2.41  1.345
O: 1.70 3.30 2.44  -0.604
O: 3.55 2.14 3.32  -0.586
C: 4.72 2.93 3.07  -0.104
C: 5.93 2.12 2.67  -1.150
C: 2.26 1.72 -0.07  -0.358
C: 3.48 2.54 -0.41  -1.479
F: 1.14 2.50 -0.19  -0.446
O: 3.52 0.24 1.22  -0.373
S: 3.81 -0.98 2.20  1.271
O: 4.46 -0.59 3.41  -0.786
O: 4.51 -1.94 1.41  -0.713
C: 2.20 -1.66 2.62  -0.782
C: 2.36 -3.12 3.05  -1.542
C: 1.07 -3.93 3.00  -0.528
C: -0.03 -3.35 3.88  -0.329
F: -1.25 -3.42 3.20  -0.328
H: 2.94 -0.57 -4.12  0.214
H: 4.19 0.28 -4.75  0.279
H: 5.07 -3.22 -3.43  0.357
H: 4.71 -3.17 -1.26  0.326
H: 3.96 -1.60 -1.44  -0.278
H: 2.72 -4.34 -1.86  0.401
H: 1.85 -2.87 -2.32  0.268
H: 1.23 -3.89 -0.12  0.322
H: 2.87 -3.49 0.46  0.064
H: 2.29 -1.09 -0.38  -0.787
H: 0.66 -1.65 -0.51  0.685
H: 0.24 -1.77 1.73  1.236
H: 0.38 0.36 0.59  0.898
H: 0.63 0.78 3.59  0.434
H: -0.59 -0.18 2.83  0.827
H: -1.16 2.25 3.30  0.222
H: -0.36 2.58 1.72  0.395
H: -2.53 2.24 1.13  0.475
H: -1.74 0.75 0.74  -0.015
H: -2.81 0.76 3.40  0.287
H: -4.60 1.87 1.69  0.239
H: -4.95 0.94 3.11  0.473
H: -3.51 -0.26 -0.17  0.399
H: -4.61 -1.99 -1.53  0.410
H: -6.79 -2.92 -0.87  0.381
H: -7.92 -2.03 1.19  0.467
H: -6.97 -0.89 3.44  0.224
H: 2.20 4.10 2.24  0.333
H: 4.54 3.70 2.31  0.194
H: 4.96 3.44 4.00  0.400
H: 6.17 1.38 3.43  0.274
H: 5.79 1.58 1.73  0.147
H: 6.77 2.79 2.55  0.467
H: 2.16 0.90 -0.79  0.693
H: 3.53 2.65 -1.49  0.509
H: 3.35 3.55 -0.01  0.334
H: 4.41 2.08 -0.10  0.207
H: 1.89 -1.11 3.50  0.928
H: 3.15 -3.63 2.52  0.449
H: 2.69 -3.11 4.09  0.638
H: 0.68 -4.03 2.00  0.118
H: 1.29 -4.93 3.36  0.546
H: 0.12 -2.30 4.09  0.163
H: -0.13 -3.91 4.81  0.382
C: -9.11 2.09 3.44  -0.657
C: -10.23 1.14 3.09  -0.335
O: -11.52 1.58 3.56  -0.285
S: -12.23 2.77 2.78  1.235
C: -13.81 2.63 3.53  -0.938
O: -12.32 2.43 1.40  -0.643
O: -11.64 4.02 3.18  -0.611
H: -9.22 3.04 2.91  0.335
H: -8.16 1.64 3.15  0.064
H: -9.10 2.31 4.51  0.271
H: -10.28 0.95 2.02  0.350
H: -10.07 0.18 3.58  0.191
H: -14.25 1.67 3.25  0.313
H: -14.42 3.45 3.16  0.369
H: -13.69 2.70 4.61  0.314
C: 4.97 -1.03 -7.69  -0.806
C: 5.88 -1.06 -8.90  -0.442
O: 6.30 0.26 -9.31  -0.260
S: 7.39 0.99 -8.41  1.214
C: 7.75 2.30 -9.53  -0.952
O: 8.53 0.14 -8.27  -0.645
O: 6.75 1.54 -7.25  -0.596
H: 5.50 -0.68 -6.81  0.167
H: 4.58 -2.02 -7.47  0.428
H: 4.13 -0.35 -7.86  0.275
H: 6.75 -1.69 -8.73  0.335
H: 5.35 -1.47 -9.76  0.277
H: 8.21 1.89 -10.42  0.326
H: 8.44 2.97 -9.02  0.368
H: 6.83 2.83 -9.77  0.313

[2]
# C32H62BeBrCaCl5F6N2O13PSSi2

C32H62BeBrCaCl5F6N2O13PSSi2 as an isolated structure in a non-equilibrium geometry (the ωB97M-V functional and the def2-TZVPD basis, the OMol25 dataset).

Output
E_tot in a.u.: -9828.61672
Spin multiplicity: 1
Charge: +1
Strongest force on any atom in hartree/bohr: 0.09436

Last column: Mulliken charge in e.
CARTESIAN COORDINATES (ANGSTROEM)
C: 12.57 -0.43 -4.18  -1.392
C: 12.03 -1.32 -3.06  -0.410
C: 10.58 -1.71 -3.28  -0.767
C: 10.25 -3.02 -2.53  -0.524
C: 8.72 -3.20 -2.19  -1.009
C: 8.23 -4.69 -2.38  0.886
C: 7.08 -5.20 -1.53  -1.342
C: 6.01 -4.15 -1.28  -0.278
C: 5.00 -4.06 -2.44  0.123
C: 3.55 -3.75 -2.06  -1.223
C: 3.14 -2.28 -2.15  -0.683
C: 3.34 -1.56 -0.80  -0.635
Si: 3.34 0.31 -0.78  0.089
C: 3.71 1.12 -2.47  -0.894
S: 2.40 1.07 -3.62  0.772
O: 1.38 0.13 -3.34  -0.485
O: 3.05 0.89 -4.94  -0.579
O: 4.36 0.96 0.33  -0.163
Si: 5.97 0.57 0.31  0.469
H: 13.54 -0.01 -3.92  0.385
H: 11.89 0.39 -4.38  0.323
H: 12.69 -1.00 -5.10  0.349
H: 12.13 -0.77 -2.12  0.354
H: 12.66 -2.20 -3.00  0.356
H: 10.50 -1.91 -4.36  0.212
H: 9.90 -0.90 -3.04  0.414
H: 10.93 -3.19 -1.67  0.432
H: 10.46 -3.84 -3.22  0.371
H: 8.14 -2.58 -2.94  0.303
H: 8.46 -2.81 -1.22  0.528
H: 9.10 -5.38 -2.21  0.427
H: 7.99 -4.82 -3.47  -0.872
H: 6.61 -5.99 -2.11  0.412
H: 7.44 -5.67 -0.63  0.240
H: 6.41 -3.16 -1.06  0.040
H: 5.46 -4.45 -0.39  0.695
H: 4.98 -5.04 -2.93  0.459
H: 5.35 -3.28 -3.14  -0.261
H: 2.90 -4.31 -2.73  0.371
H: 3.34 -4.13 -1.06  0.498
H: 2.08 -2.25 -2.39  0.521
H: 3.69 -1.80 -2.97  0.198
H: 2.47 -1.83 -0.20  0.471
H: 4.20 -1.98 -0.28  0.414
H: 1.98 0.72 -0.40  -0.151
H: 3.94 2.17 -2.30  0.599
H: 4.57 0.68 -2.96  0.465
H: 1.81 2.30 -3.68  0.180
H: 6.79 1.73 0.66  -0.145
H: 6.21 -0.56 1.22  -0.114
H: 6.32 0.11 -1.07  -0.191
Ca: 7.35 -4.15 -5.08  1.475
Br: 10.11 -4.73 -0.57  -0.563
C: -1.22 1.39 1.73  -1.123
C: -1.33 -0.10 1.47  0.837
O: -1.16 -0.92 2.35  -0.680
N: -1.61 -0.49 0.20  0.112
C: -1.83 0.33 -0.98  -0.832
H: -0.98 1.54 2.78  0.310
H: -0.42 1.82 1.12  0.282
H: -2.16 1.89 1.51  0.228
H: -1.66 -1.49 0.09  0.132
H: -2.82 0.12 -1.38  0.202
H: -1.08 0.05 -1.73  0.203
H: -1.74 1.39 -0.76  0.373
C: -4.77 -2.56 0.10  -0.209
C: -4.61 -3.87 -0.63  -0.010
O: -5.50 -3.70 -1.75  -0.336
C: -5.67 -2.38 -1.96  0.672
O: -6.21 -1.89 -2.90  -0.565
O: -5.09 -1.65 -0.96  -0.283
H: -3.82 -2.29 0.58  0.181
H: -5.57 -2.53 0.84  0.279
H: -3.59 -3.98 -0.98  -0.006
H: -4.89 -4.74 -0.05  0.307
C: -8.39 2.98 1.78  -1.125
C: -7.18 3.19 1.25  0.358
C: -6.26 2.06 0.84  1.145
O: -5.19 2.37 0.35  -0.666
C: -6.71 0.70 1.07  -0.855
C: -7.91 0.49 1.62  0.397
C: -8.84 1.62 2.00  0.957
O: -9.92 1.33 2.47  -0.650
O: -8.39 -0.72 1.87  -0.549
O: -6.68 4.40 1.02  -0.604
H: -9.05 3.78 2.08  0.449
H: -6.04 -0.10 0.79  0.378
H: -9.28 -0.60 2.25  0.357
H: -5.80 4.24 0.61  0.378
C: 11.75 -8.65 -1.51  0.318
Cl: 10.52 -9.23 -0.38  -0.088
Cl: 12.90 -7.63 -0.67  -0.066
Cl: 12.57 -10.02 -2.25  -0.095
Cl: 10.95 -7.70 -2.79  -0.121
C: -8.82 4.63 5.77  -0.866
O: -9.48 5.28 4.70  -0.201
C: -10.81 5.68 4.98  -0.887
C: -10.89 7.19 5.02  -0.189
N: -10.18 7.72 6.16  -0.178
C: -9.99 9.15 6.17  -0.669
C: -9.13 9.74 5.05  -0.519
O: -7.74 9.37 5.04  -0.286
C: -7.46 8.07 4.48  -0.454
H: -7.88 4.23 5.39  0.253
H: -8.60 5.31 6.60  0.360
H: -9.42 3.79 6.15  0.353
H: -11.17 5.23 5.90  0.414
H: -11.45 5.32 4.17  0.385
H: -11.94 7.50 5.06  0.429
H: -10.46 7.56 4.07  0.140
H: -9.28 7.27 6.23  0.061
H: -9.51 9.41 7.12  0.440
H: -10.96 9.65 6.15  0.399
H: -9.14 10.83 5.17  0.400
H: -9.55 9.51 4.07  0.425
H: -8.22 7.82 3.74  0.306
H: -7.43 7.30 5.25  0.185
H: -6.48 8.14 4.02  0.339
Cl: -7.04 10.18 6.85  0.071
F: -2.11 -4.39 -3.66  -0.344
P: -1.54 -5.82 -3.05  0.990
F: -0.55 -7.15 -3.18  -0.338
F: -2.55 -6.87 -2.26  -0.346
F: -0.04 -5.07 -3.08  -0.269
F: -2.22 -6.39 -4.43  -0.354
F: -1.71 -5.04 -1.58  -0.363
Be: 2.28 2.03 -6.19  0.174

We obtain orbital gap values of 0.3385; 0.0303 Ha for the records listed above, in that order.